# 1
72
Properties=species:S:1:pos:R:3:lowdin_charge:R:1 method="wB97M-V/def2-TZVPD" spin_multiplicity=1 mol_weight_da=925.137 de_lowest_kcal_mol=0.00 charge=+2 homo_ev=-12.3076 homo_lumo_gap_ha=0.24137
Pb -0.4646 0.3439 0.7274 1.399
C 1.0211 -3.0239 -4.9887 -0.033
C 0.3897 -2.6326 -3.6777 -0.255
C 0.5118 -3.4377 -2.5410 -0.011
C -0.0486 -3.0636 -1.3361 -0.010
C -0.7764 -1.8776 -1.1989 -0.317
N -1.3250 -1.4972 0.0557 -0.174
C -2.2677 -2.3582 0.6583 -0.218
C -2.9502 -3.2872 -0.1388 -0.008
C -3.8720 -4.1755 0.3725 -0.015
C -4.2019 -4.1700 1.7254 -0.258
C -5.2277 -5.1164 2.2955 -0.033
C -3.5856 -3.2165 2.5101 0.018
C -2.6301 -2.3331 2.0105 -0.107
N -2.0733 -1.4079 2.9699 -0.055
C -2.0128 -1.5789 4.3053 -0.017
C -1.6012 -0.3950 4.8788 -0.060
C -1.4156 0.4677 3.8064 -0.169
N -1.7018 -0.1457 2.6523 -0.119
C -0.8997 -1.0780 -2.3369 -0.147
C -0.3140 -1.4482 -3.5474 0.020
N -1.6727 0.1360 -2.3242 -0.083
C -2.5537 0.5531 -3.2556 -0.022
C -2.9606 1.8242 -2.9132 -0.023
C -2.2666 2.1133 -1.7371 -0.126
N -1.4840 1.0912 -1.3869 -0.098
H 1.1383 -4.1038 -5.0596 0.086
H 2.0133 -2.5783 -5.0892 0.090
H 0.4218 -2.6877 -5.8344 0.086
H 1.0602 -4.3711 -2.6041 0.126
H 0.0489 -3.7026 -0.4649 0.133
H -2.7482 -3.2989 -1.2027 0.120
H -4.3648 -4.8721 -0.2972 0.126
H -5.2317 -6.0593 1.7500 0.085
H -6.2315 -4.6903 2.2231 0.093
H -5.0345 -5.3309 3.3465 0.083
H -3.8883 -3.1372 3.5476 0.120
H -2.2392 -2.5247 4.7682 0.140
H -1.4527 -0.1986 5.9276 0.104
H -1.0883 1.4991 3.8020 0.096
H -0.4287 -0.7938 -4.4073 0.129
H -2.8360 -0.0838 -4.0801 0.144
H -3.6722 2.4446 -3.4329 0.114
H -2.3066 3.0024 -1.1223 0.118
Cl 3.8105 -0.7442 0.8716 0.793
C 3.1324 0.2593 2.0904 -0.630
C 3.0385 1.6226 1.8724 -0.404
C 2.4045 2.4523 2.7767 -0.610
Cl 2.1820 4.1064 2.3634 0.813
C 1.9124 1.9259 3.9666 -0.697
Cl 1.1182 2.9439 5.0840 0.768
C 2.0601 0.5615 4.2291 -0.685
Cl 1.4930 -0.0855 5.7015 0.787
C 2.6532 -0.2779 3.2815 -0.700
Cl 2.7713 -1.9565 3.5636 0.763
C 2.8477 1.4691 -1.7174 -0.186
S 2.4726 2.5801 -0.3749 1.087
O 3.5895 2.1556 0.6968 -0.328
C 3.0937 4.0983 -1.0259 -0.411
C 4.1454 4.7619 -0.4189 -0.068
C 4.5390 5.9779 -0.9587 -0.031
C 3.8845 6.5018 -2.0643 -0.029
C 2.8198 5.8214 -2.6467 -0.039
C 2.4059 4.6085 -2.1237 -0.080
H 3.9331 1.3906 -1.7778 0.092
H 2.4341 1.8969 -2.6318 0.077
H 2.3905 0.5035 -1.4993 0.043
H 4.6582 4.3415 0.4363 0.115
H 5.3612 6.5161 -0.5058 0.126
H 4.2039 7.4499 -2.4779 0.125
H 2.3090 6.2339 -3.5065 0.124
H 1.5594 4.0859 -2.5597 0.117

=====

# 2
71
Properties=species:S:1:pos:R:3:nbo_charge:R:1 method="wB97M-V/def2-TZVPD" spin_multiplicity=1 mol_weight_da=740.929 charge=0 homo_ev=-6.9759 homo_lumo_gap_ha=0.26718
Li -1.2407 0.7295 -2.2256 0.794
Br -2.3991 -0.0253 -4.4230 0.006
C -3.9476 -0.6465 -3.4448 -0.037
C -4.9576 -1.1995 -4.1837 -0.270
C -6.0960 -1.6980 -3.5359 -0.223
C -6.1928 -1.5950 -2.1772 -0.175
C -5.1622 -1.0063 -1.4149 -0.095
C -5.2867 -0.8941 -0.0167 -0.217
C -4.2587 -0.3684 0.7127 -0.222
C -3.0850 0.0521 0.0676 -0.290
C -2.8842 0.0336 -1.3007 -0.479
C -3.9722 -0.5175 -2.0415 -0.046
H -4.8772 -1.2550 -5.2574 0.220
H -6.8815 -2.1561 -4.1237 0.211
H -7.0586 -1.9816 -1.6526 0.203
H -6.2010 -1.2351 0.4551 0.199
H -4.3402 -0.2850 1.7920 0.195
H -2.2885 0.4340 0.7034 0.159
C 0.3455 3.6202 0.5563 -0.800
S -0.7310 2.3008 -0.1595 1.282
O -0.4367 2.3365 -1.6014 -1.016
C -2.2745 3.2243 0.0282 -0.256
C -2.9578 3.2357 1.2329 -0.161
C -4.1638 3.9089 1.3207 -0.219
C -4.6647 4.5840 0.2172 -0.198
C -3.9549 4.5986 -0.9727 -0.198
C -2.7682 3.8954 -1.0728 -0.205
H -0.0378 4.6090 0.3338 0.237
H 1.3283 3.4830 0.1177 0.239
H 0.3917 3.4642 1.6291 0.229
H -2.5543 2.7240 2.0928 0.209
H -4.7145 3.8991 2.2504 0.217
H -5.6102 5.1016 0.2908 0.216
H -4.3274 5.1484 -1.8249 0.218
H -2.2181 3.8495 -2.0009 0.243
Cl 3.3717 3.1967 3.0657 0.017
C 3.1865 1.5902 2.4670 -0.032
C 3.5283 1.2951 1.1570 -0.258
C 3.3884 -0.0026 0.7027 -0.117
C 2.9468 -1.0212 1.5368 -0.102
C 2.8549 -2.4444 1.0277 0.082
C 1.3941 -2.7976 0.6434 -0.212
N 1.0218 -2.1158 -0.5573 -0.347
C 1.1929 -2.5753 -1.8301 -0.085
C 0.7710 -1.5726 -2.6521 -0.074
N 0.3520 -0.5183 -1.9061 -0.527
C 0.5228 -0.8681 -0.6589 0.192
O 3.6367 -2.6418 -0.1309 -0.537
C 4.9133 -3.2135 0.0632 -0.072
C 5.8154 -2.4151 0.9587 -0.154
C 6.4240 -1.2442 0.6057 -0.231
Cl 6.3455 -0.4677 -0.9128 0.058
S 7.3660 -0.5707 1.8940 0.475
C 6.9542 -1.8946 2.9096 -0.403
C 6.1353 -2.7793 2.2915 -0.246
C 2.5849 -0.6898 2.8391 -0.016
Cl 1.9836 -1.9027 3.9137 0.011
C 2.6951 0.6073 3.3123 -0.257
H 3.9079 2.0653 0.5044 0.235
H 3.6416 -0.2529 -0.3143 0.238
H 3.1720 -3.1257 1.8299 0.201
H 0.7189 -2.5194 1.4558 0.227
H 1.3309 -3.8744 0.4672 0.220
H 1.5864 -3.5495 -2.0321 0.220
H 0.7502 -1.5372 -3.7217 0.213
H 0.3007 -0.2540 0.1888 0.203
H 5.3318 -3.2737 -0.9454 0.215
H 4.8119 -4.2282 0.4744 0.178
H 7.3524 -1.9394 3.9025 0.243
H 5.7765 -3.6799 2.7547 0.228
H 2.4119 0.8461 4.3250 0.242

=====

# 3
71
Properties=species:S:1:pos:R:3:lowdin_charge:R:1 method="wB97M-V/def2-TZVPD" spin_multiplicity=1 mol_weight_da=816.004 charge=+1 homo_ev=-11.1381 homo_lumo_gap_ha=0.28802
Hf -1.2520 0.0514 0.9456 1.744
C -4.2331 -1.7057 3.4021 0.007
C -3.7662 -0.8386 2.2880 -0.399
O -2.5463 -0.3523 2.4454 -0.198
C -4.5218 -0.5486 1.1848 0.002
C -4.1766 0.3580 0.1388 -0.276
C -5.2274 0.7659 -0.8378 -0.009
N -2.9637 0.8765 0.0339 -0.102
N -2.7879 1.9091 -0.9226 0.113
C -1.5390 2.2147 -0.9919 -0.399
O -0.6159 1.5397 -0.2965 -0.195
C -1.0704 3.3724 -1.7776 -0.158
C 0.2924 3.6491 -1.8411 -0.028
C 0.7442 4.7383 -2.5722 -0.068
C -0.1628 5.5473 -3.2402 -0.068
C -1.5238 5.2720 -3.1752 -0.064
C -1.9807 4.1887 -2.4458 -0.022
H -3.9241 -1.2775 4.3546 0.098
H -3.7515 -2.6831 3.3087 0.099
H -5.3107 -1.8473 3.3850 0.093
H -5.5174 -0.9653 1.1489 0.119
H -6.1661 0.2585 -0.6375 0.086
H -4.8911 0.5475 -1.8522 0.098
H -5.3684 1.8460 -0.7918 0.097
H 0.9948 3.0175 -1.3149 0.104
H 1.8027 4.9568 -2.6224 0.108
H 0.1882 6.3957 -3.8130 0.110
H -2.2277 5.9073 -3.6960 0.110
H -3.0384 3.9709 -2.3904 0.112
C -0.8630 2.3816 3.0083 0.000
O -0.1088 1.2005 2.6021 -0.205
C 1.2693 1.3781 2.4449 -0.193
C 2.0052 2.3314 3.1123 -0.032
C 3.3790 2.3669 2.8801 -0.664
Br 4.4124 3.6498 3.7798 0.818
C 3.9890 1.4865 2.0065 -0.038
C 3.2289 0.5357 1.3279 -0.061
C 1.8728 0.4899 1.5774 -0.167
O 1.0201 -0.4538 1.0198 -0.038
C 3.8502 -0.4323 0.4059 -0.284
N 4.9423 -1.0791 0.6504 0.206
C 5.1245 -1.9018 -0.4643 -0.214
C 6.1524 -2.8056 -0.7339 -0.004
C 6.1079 -3.4846 -1.9318 -0.073
C 5.0649 -3.2767 -2.8533 -0.076
C 4.0387 -2.3907 -2.5985 -0.017
C 4.0935 -1.7191 -1.3805 -0.188
N 3.2397 -0.7861 -0.7875 0.146
H -0.7535 2.5286 4.0790 0.113
H -1.9080 2.1730 2.7923 0.089
H -0.5108 3.2343 2.4328 0.117
H 1.5441 3.0254 3.7988 0.117
H 5.0559 1.5191 1.8358 0.125
H 1.4912 -1.0999 0.4631 0.129
H 6.9547 -2.9577 -0.0250 0.118
H 6.8905 -4.1907 -2.1739 0.107
H 5.0673 -3.8289 -3.7835 0.108
H 3.2362 -2.2365 -3.3077 0.111
H 2.5682 -0.2189 -1.2802 0.166
N -1.7544 -7.1213 -1.5502 0.174
C -1.6578 -6.0317 -1.2001 -0.170
C -1.5473 -4.6574 -0.7667 -0.221
C -1.7483 -3.6302 -1.6847 -0.024
C -1.6452 -2.3141 -1.2625 -0.110
C -1.3471 -1.9845 0.0659 -0.272
C -1.1551 -3.0477 0.9636 -0.128
C -1.2468 -4.3713 0.5612 -0.025
H -1.9840 -3.8682 -2.7133 0.124
H -1.8098 -1.5340 -1.9994 0.098
H -0.9249 -2.8616 2.0105 0.099
H -1.0932 -5.1812 1.2619 0.124

=====

# 4
86
Properties=species:S:1:pos:R:3:lowdin_charge:R:1 method="wB97M-V/def2-TZVPD" spin_multiplicity=1 mol_weight_da=1030.174 de_lowest_kcal_mol=14.18 charge=0 homo_ev=-7.8305 homo_lumo_gap_ha=0.29656
Hf -0.9788 0.0972 -0.5807 1.734
C 0.5990 -3.0030 -0.2633 -0.069
N 1.0076 -1.6768 -0.7361 -0.256
C 1.0292 -1.6427 -2.2043 -0.204
C -0.3215 -1.9767 -2.8246 -0.220
N -1.4449 -1.4920 -1.9995 -0.140
C -2.7144 -1.6073 -2.5581 -0.181
C -3.8222 -1.6860 -1.6958 -0.146
F -3.6087 -1.7994 -0.3608 0.075
C -5.1332 -1.7417 -2.1097 -0.148
F -6.1181 -1.8045 -1.2077 0.118
C -5.4252 -1.7699 -3.4600 -0.150
F -6.6912 -1.8004 -3.8890 0.118
C -4.3749 -1.7592 -4.3478 -0.142
F -4.6241 -1.7788 -5.6615 0.121
C -3.0579 -1.6871 -3.9110 -0.135
F -2.1335 -1.6455 -4.8886 0.086
C 2.3725 -1.3310 -0.2896 -0.174
C 2.6995 -1.5377 1.1728 -0.161
N 1.8573 -0.7105 2.0156 0.070
C 2.2382 -0.0636 3.1579 -0.126
C 1.4390 0.9774 3.6411 -0.133
F 0.3206 1.2942 2.9580 0.073
C 1.7389 1.6990 4.7733 -0.135
F 0.9262 2.6869 5.1669 0.114
C 2.8854 1.4165 5.4921 -0.150
F 3.1961 2.1149 6.5908 0.112
C 3.6988 0.3960 5.0480 -0.145
F 4.8093 0.0914 5.7256 0.120
C 3.3801 -0.3260 3.9099 -0.130
F 4.2139 -1.3275 3.5624 0.090
H 1.2954 -3.7735 -0.6217 0.105
H -0.4033 -3.2242 -0.6200 0.081
H 0.5761 -3.0145 0.8242 0.083
H 1.7809 -2.3373 -2.6018 0.129
H 1.3354 -0.6367 -2.4931 0.107
H -0.4214 -3.0618 -2.9494 0.124
H -0.3108 -1.5414 -3.8189 0.101
H 2.5407 -0.2853 -0.5383 0.105
H 3.0950 -1.9281 -0.8634 0.130
H 3.7390 -1.2258 1.2675 0.127
H 2.6604 -2.5945 1.4517 0.116
N 1.7569 7.5498 -2.1968 0.110
C 1.5753 6.2919 -1.6669 -0.311
C 2.4600 5.7970 -0.7018 -0.021
C 2.2920 4.5302 -0.1857 -0.052
C 1.2509 3.7348 -0.6476 -0.303
C 0.3586 4.2106 -1.6039 -0.036
C 0.5271 5.4793 -2.1153 -0.016
S 0.9958 2.1860 0.0838 0.679
O 0.8170 1.1829 -1.0330 -0.437
O 2.1008 1.8808 0.9397 -0.252
N -0.4818 2.0838 0.6714 -0.167
C -0.7883 2.9895 1.6999 -0.439
N 0.2020 3.7351 2.1936 0.127
C -0.1068 4.5801 3.1649 -0.119
C -1.3900 4.6974 3.6717 -0.049
C -2.3370 3.8824 3.0813 -0.113
N -2.0538 3.0368 2.0998 0.151
H 2.3489 8.1930 -1.7026 0.094
H 0.9927 7.9675 -2.6973 0.094
H 3.2791 6.4179 -0.3591 0.113
H 2.9585 4.1436 0.5739 0.117
H -0.4609 3.5978 -1.9543 0.096
H -0.1533 5.8489 -2.8733 0.116
H 0.7097 5.1798 3.5536 0.117
H -1.6346 5.3785 4.4731 0.100
H -3.3746 3.9058 3.4035 0.108
O -0.7959 -0.8626 1.1134 -0.385
C -1.7686 -1.0036 2.1070 -0.211
C -2.8301 0.0424 1.9547 -0.258
C -3.7315 0.3400 2.9593 -0.009
C -4.7989 1.1714 2.6692 -0.055
C -4.9104 1.7074 1.3973 -0.050
C -3.9338 1.4152 0.4672 -0.112
N -2.9246 0.5808 0.7290 0.010
H 0.9458 -0.4623 1.6454 0.076
H -1.3343 -0.9838 3.1084 0.128
H -2.2711 -1.9729 1.9934 0.132
H -3.6066 -0.1016 3.9399 0.122
H -5.5350 1.4011 3.4303 0.112
H -5.7259 2.3635 1.1268 0.110
H -3.9474 1.8430 -0.5247 0.106
O -0.6977 0.8727 -3.1197 -0.093
N -1.6181 1.6250 -2.9213 -0.119
O -2.1636 1.4427 -1.7333 -0.305

=====

# 5
81
Properties=species:S:1:pos:R:3:lowdin_charge:R:1 method="wB97M-V/def2-TZVPD" spin_multiplicity=1 mol_weight_da=924.056 de_lowest_kcal_mol=74.94 charge=+2 homo_ev=-13.5398 homo_lumo_gap_ha=0.24737
Zr 1.1466 0.8364 0.2040 1.624
S 0.2755 3.2659 0.4648 0.636
C 0.4529 3.3044 -1.2279 -1.145
N 0.0602 2.2329 -1.9642 -0.023
C 0.3236 2.5122 -3.2903 -0.348
C -0.1312 1.7564 -4.4074 0.004
C 0.1391 2.2600 -5.6981 -0.083
C 1.0169 3.2823 -5.8862 -0.103
C 1.4853 4.0489 -4.8363 -0.046
C 1.0358 3.6844 -3.5025 -0.444
S 1.2402 4.6178 -2.0338 1.086
H -0.5856 0.7387 -4.3014 0.117
H -0.2895 1.7828 -6.5945 0.124
H 1.3468 3.5384 -6.9312 0.141
H 2.1933 4.8610 -4.9887 0.115
N 0.2937 -1.7347 0.9665 0.020
C -0.8335 -1.9210 1.8175 -0.323
C -0.8677 -2.9807 2.7872 0.002
C -2.0410 -3.2681 3.5080 -0.038
C -3.1889 -2.5126 3.2345 -0.050
C -3.2081 -1.5182 2.2542 -0.056
C -1.9556 -1.1272 1.6489 -0.368
P -1.9229 0.3105 0.5918 1.058
C -2.7403 1.5820 1.6169 -0.388
C -2.1712 1.7247 2.8672 -0.132
C -2.5604 2.7236 3.7180 -0.053
C -3.6118 3.5934 3.3870 -0.018
C -4.2160 3.3920 2.1396 -0.061
C -3.7837 2.4183 1.2915 -0.090
C -3.0031 -0.2952 -0.7451 -0.360
C -3.2772 0.6109 -1.7773 -0.098
C -3.6562 0.0522 -3.0100 -0.072
C -3.9916 -1.2943 -3.1477 -0.078
C -3.9749 -2.0816 -2.0396 -0.094
C -3.3459 -1.6657 -0.8819 -0.079
H 0.4251 -2.5418 0.3577 0.095
H 1.0227 -1.7513 1.7157 0.007
H 0.0127 -3.6806 2.9398 0.128
H -1.9900 -4.0227 4.2770 0.116
H -4.1063 -2.7384 3.7955 0.123
H -4.1060 -0.9255 2.0160 0.132
H -1.3922 0.9618 3.0915 0.107
H -2.0748 2.8072 4.6522 0.101
H -3.8702 4.4575 3.9569 0.109
H -5.1243 3.9066 1.8881 0.114
H -4.2819 2.3248 0.3366 0.104
H -3.1136 1.6911 -1.6532 0.110
H -3.8139 0.7621 -3.7886 0.102
H -4.2120 -1.6931 -4.1850 0.142
H -4.5004 -3.0804 -2.0546 0.140
H -3.1740 -2.3535 -0.0254 0.111
O 2.8552 1.7041 -0.9814 -0.200
C 3.6982 0.6652 -1.5994 -0.087
C 2.8518 -0.5412 -1.7850 -0.248
C 3.4246 -1.7886 -2.0381 0.031
C 2.5914 -2.9127 -2.0138 0.022
C 1.1808 -2.6916 -2.0079 -0.019
C 0.6829 -1.4095 -1.8015 -0.113
N 1.5405 -0.4094 -1.5138 -0.087
H 3.3623 2.5150 -0.8850 0.136
H 4.5933 0.3951 -0.9663 0.161
H 4.0610 1.1203 -2.4897 0.143
H 4.4843 -1.8811 -2.2185 0.139
H 3.0125 -3.9289 -1.9106 0.142
H 0.4236 -3.5292 -2.0540 0.151
H -0.3876 -1.1686 -1.6697 0.120
F 3.1885 2.3382 3.1594 0.105
C 3.4913 1.0421 3.5808 -0.522
F 3.1863 1.0177 4.9031 0.179
F 4.8074 0.8562 3.3965 0.159
S 2.5522 -0.1640 2.4146 0.788
O 3.1249 -0.0695 0.9998 -0.391
O 1.2139 0.5612 2.2924 -0.484
N 2.1295 -1.5676 3.0021 -0.277
S 3.2901 -2.6175 3.6617 0.705
O 2.4764 -3.5228 4.4385 -0.243
O 4.4544 -1.9639 4.1932 -0.241
C 3.9613 -3.5708 2.1121 -0.580
F 2.9956 -4.2243 1.4567 0.135
F 4.4898 -2.6407 1.2815 0.105
F 4.9092 -4.4679 2.4887 0.156

=====

# 6
73
Properties=species:S:1:pos:R:3:lowdin_spin:R:1 method="wB97M-V/def2-TZVPD" spin_multiplicity=5 mol_weight_da=692.681 charge=+1 homo_ev="-10.5625 / -10.7426" homo_lumo_gap_ha="0.23019 / 0.23682"
Mn -0.1133 2.1502 0.6629 3.755
N -0.5529 4.8486 -1.0880 0.004
C 0.6101 4.9203 -0.3278 0.004
C 1.4226 6.0469 -0.4855 -0.001
C 2.5398 6.1809 0.3031 0.005
C 2.8264 5.2040 1.2538 -0.001
C 2.0016 4.1124 1.3288 0.004
N 0.9324 3.9444 0.5245 -0.010
C -1.7922 4.3148 -0.7303 0.009
C -2.9342 4.7573 -1.4023 0.002
C -4.1564 4.2732 -0.9979 0.003
C -4.2251 3.3755 0.0667 0.002
C -3.0479 2.9646 0.6415 0.007
N -1.8431 3.4064 0.2338 0.056
H -0.6023 5.5382 -1.8194 0.000
H 1.1431 6.8109 -1.1981 0.000
H 3.1694 7.0549 0.2040 0.000
H 3.6727 5.2855 1.9188 0.000
H 2.1724 3.3253 2.0497 0.000
H -2.8485 5.4730 -2.2092 0.000
H -5.0574 4.5993 -1.5000 0.000
H -5.1678 2.9938 0.4286 0.000
H -3.0322 2.2443 1.4483 0.000
S 1.9636 0.8350 0.7104 0.056
C 1.6970 -0.2296 -0.5394 0.019
N 2.1769 -1.4631 -0.5352 0.017
C 1.6763 -2.4809 -1.4721 0.002
C 1.4290 -1.8535 -2.8076 0.001
N 0.5166 -0.7093 -2.6516 0.005
C -0.7396 -0.8063 -3.4312 0.001
C -1.5229 -1.9872 -2.9091 0.001
C -1.9174 -2.0040 -1.5702 0.000
C -2.6029 -3.0934 -1.0601 0.000
C -2.9055 -4.1694 -1.8894 0.000
C -2.5266 -4.1507 -3.2223 0.000
C -1.8291 -3.0618 -3.7319 0.000
C 0.7104 0.1583 -1.6794 0.007
S -0.0802 1.6424 -1.6781 -0.013
C 3.2465 -1.9292 0.3626 0.005
C 2.7591 -3.0956 1.1840 0.000
C 1.7083 -2.8998 2.0787 0.000
C 1.2342 -3.9545 2.8390 0.000
C 1.8144 -5.2120 2.7154 0.000
C 2.8604 -5.4114 1.8282 0.000
C 3.3298 -4.3537 1.0587 0.000
H 0.7542 -2.9108 -1.0741 0.001
H 2.4182 -3.2731 -1.5410 0.000
H 0.9557 -2.5699 -3.4742 0.000
H 2.3566 -1.5046 -3.2651 0.000
H -0.4910 -0.9173 -4.4863 0.000
H -1.2866 0.1216 -3.3078 0.000
H -1.6973 -1.1645 -0.9165 0.000
H -2.8966 -3.0953 -0.0187 0.000
H -3.4397 -5.0222 -1.4922 0.000
H -2.7685 -4.9843 -3.8681 0.000
H -1.5307 -3.0484 -4.7745 0.000
H 3.5348 -1.1014 1.0013 0.003
H 4.1044 -2.2054 -0.2541 0.001
H 1.2606 -1.9153 2.1736 0.000
H 0.4164 -3.7973 3.5302 0.000
H 1.4487 -6.0353 3.3141 0.000
H 3.3128 -6.3893 1.7328 0.000
H 4.1498 -4.5099 0.3662 0.000
O -1.4175 -1.4485 5.2672 0.002
C -1.1195 -0.7433 4.3543 0.000
C -1.4080 -1.0097 2.8580 0.000
O -1.8349 -2.0264 2.3679 0.006
C -1.0076 0.2266 2.2017 0.006
C -0.4618 1.1387 3.0605 0.003
O -0.0627 2.2962 2.5699 0.030
C -0.4050 0.6303 4.4415 -0.001
O 0.1089 1.1138 5.4108 0.001
O -1.1092 0.5500 0.9175 0.008